Entry from OMol25: a 11-piece molecular cluster, C54H133N11O4 overall at a distorted geometry (the ωB97M-V functional and the def2-TZVPD basis).

Values from the calculation:
E_LUMO = 0.181 eV
F_max = 0.054 Eh/bohr
ΔE to the lowest compared entry with this formula, charge and spin = 0.9751 eV
SMILES string = CCN(CC)CC.CCN(CC)CC.CCN(CC)CC.CCN(CC)CC.CCN(CC)CC.CCN(CC)CC.CCN(CC)CC.CNC(C)=O.CNC(C)=O.CNC(C)=O.CNC(C)=O

Element x y z (Å)
C -28.177 -9.198 10.746
C -27.752 -10.682 11.030
N -26.782 -11.181 10.071
C -26.597 -12.609 10.104
C -27.785 -13.335 9.543
C -25.516 -10.443 10.004
C -24.782 -10.563 8.627
H -28.393 -9.080 9.684
H -27.509 -8.377 11.007
H -29.146 -9.009 11.210
H -27.437 -10.900 12.050
H -28.637 -11.289 10.837
H -25.671 -12.959 9.649
H -26.535 -12.924 11.146
H -27.899 -13.099 8.485
H -27.631 -14.414 9.525
H -28.751 -13.082 9.980
H -24.793 -10.626 10.798
H -25.715 -9.372 10.023
H -25.497 -10.311 7.844
H -24.478 -11.582 8.390
H -23.859 -9.982 8.622
C -22.200 -14.722 2.625
C -23.243 -15.756 2.043
N -22.764 -17.136 2.137
C -23.572 -18.028 1.340
C -23.209 -17.905 -0.132
C -22.463 -17.661 3.521
C -23.734 -17.614 4.423
H -22.473 -13.667 2.616
H -21.217 -14.845 2.171
H -21.972 -15.002 3.654
H -24.146 -15.892 2.639
H -23.487 -15.467 1.021
H -23.559 -19.083 1.614
H -24.633 -17.786 1.393
H -23.312 -16.909 -0.564
H -22.214 -18.319 -0.292
H -23.833 -18.551 -0.749
H -21.676 -17.107 4.033
H -22.087 -18.674 3.375
H -23.487 -18.165 5.330
H -24.593 -18.177 4.056
H -23.978 -16.580 4.669
C -24.301 -1.890 -0.309
C -22.886 -1.785 0.202
N -22.257 -3.125 0.378
C -22.736 -3.770 1.606
C -21.792 -4.877 2.190
C -22.244 -3.930 -0.815
C -21.299 -3.325 -1.905
H -24.602 -0.843 -0.279
H -24.954 -2.510 0.304
H -24.345 -2.344 -1.299
H -22.370 -1.119 -0.490
H -22.935 -1.175 1.104
H -22.954 -3.011 2.358
H -23.747 -4.151 1.458
H -20.778 -4.594 2.471
H -22.296 -5.252 3.081
H -21.743 -5.740 1.526
H -23.234 -4.256 -1.135
H -21.618 -4.756 -0.478
H -21.761 -2.455 -2.370
H -21.141 -4.088 -2.667
H -20.266 -3.136 -1.616
C -4.180 -14.902 9.036
C -2.910 -14.973 9.857
N -2.173 -16.210 9.704
C -1.562 -16.328 8.380
C -0.838 -17.678 8.161
C -1.171 -16.335 10.774
C -1.870 -16.511 12.139
H -4.587 -13.899 9.163
H -4.929 -15.622 9.366
H -4.020 -14.972 7.960
H -2.266 -14.158 9.526
H -3.161 -14.814 10.905
H -0.965 -15.479 8.047
H -2.374 -16.414 7.658
H -1.444 -18.584 8.150
H 0.073 -17.790 8.749
H -0.401 -17.849 7.178
H -0.678 -17.299 10.655
H -0.477 -15.515 10.960
H -2.817 -17.051 12.129
H -1.252 -16.992 12.896
H -2.170 -15.553 12.564
C -3.696 -9.628 3.940
C -5.180 -9.231 4.039
N -5.497 -8.055 3.180
C -6.963 -8.048 2.931
C -7.836 -7.658 4.143
C -4.941 -6.856 3.743
C -5.377 -5.523 3.023
H -3.030 -8.779 4.091
H -3.427 -10.140 3.016
H -3.364 -10.348 4.688
H -5.877 -10.050 3.857
H -5.419 -9.046 5.086
H -7.127 -7.413 2.060
H -7.324 -9.053 2.711
H -7.447 -8.091 5.065
H -7.630 -6.621 4.406
H -8.922 -7.737 4.082
H -3.858 -6.891 3.630
H -5.177 -6.870 4.807
H -6.445 -5.419 2.832
H -4.785 -5.369 2.121
H -5.152 -4.694 3.694
C -14.778 -16.031 2.583
C -13.879 -15.380 1.506
N -12.510 -15.043 2.002
C -11.701 -14.281 1.033
C -12.321 -12.922 0.800
C -11.692 -16.226 2.394
C -11.477 -17.307 1.255
H -15.164 -15.355 3.346
H -14.309 -16.911 3.022
H -15.691 -16.341 2.074
H -13.625 -16.113 0.740
H -14.374 -14.494 1.107
H -10.696 -14.148 1.433
H -11.731 -14.872 0.117
H -13.231 -12.863 0.203
H -12.611 -12.468 1.747
H -11.572 -12.248 0.382
H -12.175 -16.648 3.275
H -10.737 -15.957 2.846
H -12.406 -17.716 0.858
H -10.964 -18.150 1.716
H -10.867 -16.992 0.408
C -17.664 -13.891 10.517
C -16.643 -13.395 11.571
N -16.996 -13.792 12.894
C -18.280 -13.285 13.247
C -18.372 -11.730 13.312
C -15.952 -13.402 13.884
C -14.618 -14.100 13.693
H -17.730 -14.974 10.420
H -17.325 -13.552 9.538
H -18.599 -13.376 10.736
H -15.694 -13.860 11.306
H -16.540 -12.310 11.538
H -19.076 -13.732 12.651
H -18.528 -13.593 14.262
H -17.681 -11.363 14.071
H -18.130 -11.235 12.371
H -19.377 -11.369 13.531
H -16.357 -13.666 14.861
H -15.665 -12.351 13.918
H -13.901 -13.833 14.469
H -14.192 -13.955 12.700
H -14.780 -15.175 13.782
C -7.381 -7.737 10.577
N -5.993 -7.477 10.155
C -4.916 -7.947 10.777
C -3.583 -7.653 10.201
O -5.022 -8.673 11.758
H -7.769 -7.001 11.281
H -7.453 -8.727 11.026
H -8.033 -7.617 9.712
H -5.854 -6.931 9.316
H -3.255 -6.715 10.649
H -3.500 -7.519 9.123
H -2.846 -8.395 10.509
C -18.201 -4.339 10.297
N -18.997 -3.425 9.432
C -20.335 -3.260 9.402
C -20.816 -2.098 8.614
O -21.109 -3.903 10.095
H -18.838 -4.726 11.092
H -17.291 -3.863 10.662
H -17.915 -5.188 9.677
H -18.463 -2.874 8.776
H -20.935 -1.235 9.269
H -21.781 -2.260 8.135
H -20.164 -1.808 7.789
C -15.400 -10.539 5.476
N -14.223 -11.294 5.789
C -13.432 -11.033 6.810
C -12.292 -11.987 7.065
O -13.585 -10.101 7.572
H -15.853 -10.900 4.553
H -15.219 -9.471 5.355
H -16.098 -10.620 6.310
H -14.047 -12.116 5.229
H -11.409 -11.718 6.485
H -12.629 -12.998 6.833
H -12.043 -11.924 8.124
C -16.361 -0.613 2.327
N -15.224 -1.258 2.839
C -15.019 -1.549 4.129
C -13.959 -2.576 4.391
O -15.687 -1.130 5.058
H -16.684 -1.072 1.392
H -16.206 0.456 2.179
H -17.148 -0.739 3.069
H -14.553 -1.590 2.160
H -13.114 -2.137 4.920
H -13.545 -2.970 3.463
H -14.234 -3.482 4.930

Atomic partial charges in e from the Löwdin method, atoms 1 to 4: number 1, C, carries -0.079; number 2, C, carries -0.229; number 3, N, carries -0.210; number 4, C, carries -0.278

***

Entry from OMol25: a 11-piece molecular cluster, C54H135O32P5 overall at a distorted geometry (the ωB97M-V functional and the def2-TZVPD basis).

Values from the calculation:
E_LUMO = 0.582 eV
F_max = 0.100 Eh/bohr
SMILES string = CCOP(=O)(OCC)OCC.CCOP(=O)(OCC)OCC.CCOP(=O)(OCC)OCC.CCOP(=O)(OCC)OCC.CCOP(=O)(OCC)OCC.COCCOC.COCCOC.COCCOC.COCCOC.COCCOC.COCCOC

Element x y z (Å)
C 0.757 -4.257 2.561
C 2.170 -4.579 2.747
O 2.880 -4.722 1.506
P 4.451 -4.823 1.684
O 4.863 -5.378 2.978
O 4.963 -3.425 1.348
C 5.677 -2.626 2.300
C 7.125 -2.869 2.491
O 4.954 -5.636 0.417
C 4.923 -7.068 0.355
C 6.308 -7.542 -0.103
H 0.223 -4.958 1.915
H 0.321 -4.188 3.578
H 0.598 -3.247 2.108
H 2.675 -3.805 3.319
H 2.296 -5.513 3.363
H 5.502 -1.593 1.984
H 5.170 -2.674 3.261
H 7.257 -3.903 2.519
H 7.613 -2.423 1.600
H 7.462 -2.450 3.461
H 4.700 -7.329 1.433
H 4.136 -7.420 -0.298
H 6.376 -7.460 -1.160
H 7.122 -6.872 0.254
H 6.511 -8.621 0.170
C -5.643 -7.971 2.194
C -4.327 -7.220 1.721
O -4.387 -5.910 2.267
P -4.031 -4.694 1.283
O -2.607 -4.629 0.938
O -5.003 -4.920 0.044
C -4.750 -4.226 -1.189
C -5.416 -4.977 -2.310
O -4.676 -3.544 2.140
C -6.060 -3.258 2.004
C -6.490 -2.643 3.417
H -6.601 -7.446 2.017
H -5.643 -9.015 1.819
H -5.573 -8.007 3.278
H -3.406 -7.699 2.129
H -4.221 -7.224 0.641
H -5.147 -3.195 -1.062
H -3.729 -4.171 -1.416
H -5.165 -4.492 -3.212
H -5.080 -6.002 -2.350
H -6.479 -5.044 -2.171
H -6.343 -2.639 1.165
H -6.508 -4.244 1.920
H -7.609 -2.683 3.498
H -5.967 -3.214 4.171
H -6.112 -1.638 3.522
C 6.027 4.562 1.093
C 4.991 5.582 1.595
O 3.690 5.364 1.001
P 3.231 6.348 -0.155
O 4.073 6.223 -1.349
O 1.758 5.834 -0.334
C 1.215 5.630 -1.691
C 0.709 4.175 -1.756
O 3.088 7.724 0.566
C 2.499 8.799 -0.223
C 1.031 9.063 0.217
H 5.693 3.538 1.330
H 6.132 4.625 -0.002
H 6.962 4.765 1.655
H 4.793 5.471 2.664
H 5.335 6.605 1.417
H 0.371 6.272 -1.687
H 2.056 5.793 -2.376
H 0.280 4.080 -2.734
H 1.573 3.486 -1.609
H 0.006 3.923 -0.961
H 3.184 9.642 -0.086
H 2.560 8.490 -1.266
H 0.449 8.124 0.104
H 1.055 9.282 1.285
H 0.674 9.979 -0.327
C -2.803 3.712 -10.135
C -3.185 4.149 -8.681
O -2.364 3.404 -7.757
P -1.266 4.000 -6.840
O -1.126 5.493 -6.884
O -1.567 3.414 -5.432
C -2.661 3.877 -4.610
C -2.817 2.796 -3.610
O 0.123 3.174 -7.093
C 1.252 3.869 -7.730
C 1.094 3.992 -9.248
H -2.382 2.709 -9.968
H -3.721 3.649 -10.740
H -2.156 4.392 -10.718
H -3.029 5.193 -8.482
H -4.159 3.749 -8.554
H -2.401 4.897 -4.276
H -3.625 3.945 -5.188
H -3.600 3.044 -2.916
H -3.074 1.877 -4.211
H -1.951 2.584 -3.019
H 1.353 4.842 -7.182
H 2.128 3.244 -7.402
H 0.971 3.032 -9.701
H 0.215 4.621 -9.438
H 2.030 4.472 -9.726
C -4.220 -0.361 -0.847
C -2.934 -0.611 -1.645
O -3.227 -1.697 -2.571
P -2.113 -2.272 -3.485
O -2.656 -3.369 -4.363
O -0.815 -2.701 -2.753
C -0.965 -3.664 -1.689
C 0.436 -3.912 -1.226
O -1.635 -0.993 -4.299
C -0.830 -1.114 -5.491
C -0.339 0.215 -5.891
H -3.976 0.462 -0.202
H -5.081 -0.176 -1.427
H -4.502 -1.236 -0.239
H -2.644 0.320 -2.169
H -2.076 -0.889 -1.045
H -1.591 -3.322 -0.901
H -1.317 -4.570 -2.184
H 0.887 -2.967 -1.008
H 0.345 -4.553 -0.366
H 1.010 -4.432 -1.984
H -0.036 -1.853 -5.297
H -1.589 -1.432 -6.212
H 0.402 0.488 -5.178
H 0.227 0.200 -6.787
H -1.189 0.882 -5.966
C 2.583 0.040 4.246
O 3.009 1.250 3.611
C 4.096 1.128 2.699
C 3.638 0.815 1.261
O 3.105 -0.478 1.294
C 2.822 -1.034 0.049
H 1.891 -0.567 3.623
H 2.028 0.339 5.138
H 3.444 -0.493 4.695
H 4.793 0.384 3.011
H 4.625 2.058 2.615
H 4.481 0.973 0.560
H 2.867 1.458 0.883
H 2.353 -1.990 0.256
H 3.764 -1.212 -0.489
H 2.180 -0.391 -0.559
C -3.339 3.418 0.011
O -2.993 4.734 -0.383
C -3.067 5.505 0.828
C -4.240 6.356 0.906
O -5.434 5.549 1.205
C -6.646 6.332 1.125
H -2.616 3.127 0.756
H -3.393 2.697 -0.796
H -4.263 3.492 0.515
H -2.149 6.055 0.913
H -3.080 4.860 1.647
H -4.438 6.809 -0.050
H -4.240 7.154 1.633
H -7.382 5.887 1.800
H -7.067 6.306 0.061
H -6.539 7.427 1.353
C 1.270 3.018 8.819
O 1.095 2.646 7.477
C 0.218 3.434 6.760
C -0.085 2.709 5.479
O -0.834 1.528 5.802
C -1.414 0.932 4.606
H 1.898 2.229 9.208
H 0.291 3.030 9.366
H 1.626 4.002 9.055
H 0.706 4.412 6.638
H -0.713 3.548 7.335
H 0.885 2.398 5.030
H -0.676 3.338 4.871
H -2.258 0.283 4.814
H -0.699 0.325 4.110
H -1.698 1.801 3.972
C 3.242 -1.705 -3.860
O 3.460 -0.484 -3.161
C 4.338 0.388 -3.854
C 4.855 1.442 -2.928
O 3.914 2.429 -2.468
C 3.415 3.183 -3.559
H 2.923 -1.530 -4.888
H 2.415 -2.093 -3.326
H 4.166 -2.308 -3.807
H 3.951 0.897 -4.752
H 5.190 -0.247 -4.230
H 5.689 1.978 -3.374
H 5.237 0.904 -2.040
H 4.287 3.581 -4.150
H 2.919 4.059 -3.172
H 2.819 2.581 -4.229
C 0.730 -5.932 8.094
O 0.219 -7.128 7.672
C 0.569 -7.380 6.307
C -0.703 -7.160 5.416
O -1.002 -5.833 5.342
C -2.295 -5.542 4.966
H 0.457 -5.748 9.112
H 0.360 -5.052 7.565
H 1.845 -5.907 8.064
H 0.850 -8.447 6.241
H 1.482 -6.832 6.100
H -1.487 -7.762 5.860
H -0.444 -7.618 4.403
H -2.498 -5.791 3.923
H -2.293 -4.482 5.077
H -3.098 -5.888 5.599
C -2.282 -1.363 2.061
O -1.629 -0.161 1.647
C -0.354 -0.240 1.070
C 0.131 1.069 0.466
O -0.584 1.374 -0.726
C 0.066 0.846 -1.871
H -2.220 -2.150 1.344
H -3.323 -1.181 2.409
H -1.743 -1.748 2.948
H -0.445 -1.049 0.348
H 0.356 -0.491 1.829
H 1.231 1.063 0.330
H 0.002 1.873 1.170
H -0.683 0.844 -2.716
H 0.303 -0.216 -1.669
H 0.917 1.465 -2.192

Atomic partial charges in e from the Löwdin method, atoms 1 to 4: number 1, C, carries -0.077; number 2, C, carries -0.297; number 3, O, carries -0.160; number 4, P, carries 0.322